This record from the OMol25 dataset describes 2 unconnected molecules or ions with the total composition C23H34BO7S. The level of theory is ωB97M-V/def2-TZVPD.

Last column: Löwdin charge in e.
CARTESIAN COORDINATES (ANGSTROEM)
1 C 6.8535 3.4463 0.9537  -0.0837
2 C 6.1127 2.2196 0.4078  -0.2998
3 O 4.8649 2.0746 1.0590  -0.1293
4 C 4.5328 0.6895 1.1247  -0.1934
5 C 3.0175 0.4599 1.1635  -0.1579
6 O 2.5858 0.3506 -0.1834  -0.0458
7 C 1.2737 -0.1391 -0.3258  -0.5054
8 C 0.9192 -1.5296 0.2844  -0.1405
9 S -0.6539 -1.6195 1.1491  0.6957
10 O -0.5745 -2.8479 1.9235  -0.4026
11 O -0.9057 -0.5021 2.0134  -0.3304
12 C 1.2192 -0.4411 -1.9158  -0.1799
13 O -0.1097 -0.3269 -2.2683  -0.0634
14 B -0.5408 0.8987 -1.5165  -0.7040
15 C -2.1681 0.7712 -1.4385  -0.0657
16 C -2.8680 1.8479 -0.6233  -0.3833
17 C -2.6348 3.2695 -1.1353  -0.0525
18 O -4.2888 1.5031 -0.6049  -0.1179
19 C -5.0793 2.4988 0.0067  -0.2070
20 C -6.3659 1.9354 0.5820  -0.1978
21 C -6.2916 1.2329 1.7770  -0.0307
22 C -7.4531 0.7463 2.3345  -0.0980
23 C -8.6694 0.9541 1.7175  -0.1191
24 C -8.7470 1.6433 0.5280  -0.0982
25 C -7.5779 2.1314 -0.0298  -0.0516
26 O 0.2402 0.7690 -0.2640  0.0325
27 H 6.2103 4.3312 0.9958  0.0740
28 H 7.7298 3.6883 0.3395  0.0689
29 H 7.2107 3.2086 1.9637  0.0707
30 H 6.7701 1.3523 0.5768  0.1113
31 H 6.0023 2.3225 -0.6843  0.1222
32 H 4.8674 0.2303 0.1776  0.1192
33 H 5.0640 0.1452 1.9239  0.1244
34 H 2.5296 1.2954 1.6847  0.1429
35 H 2.8612 -0.4509 1.7615  0.1171
36 H 0.8413 -2.2483 -0.5395  0.1022
37 H 1.6615 -1.9420 0.9773  0.0930
38 H -1.6304 -1.8361 0.2200  0.0865
39 H 1.7360 0.4613 -2.3167  0.1247
40 H 1.7410 -1.3499 -2.2520  0.1067
41 H -0.2294 1.8213 -2.2659  0.1086
42 H -2.4023 -0.1957 -0.9594  0.0815
43 H -2.5653 0.7460 -2.4630  0.1123
44 H -2.5452 1.7446 0.4293  0.1472
45 H -1.6081 3.4528 -1.4616  0.0683
46 H -2.8623 4.0257 -0.3685  0.0697
47 H -3.3121 3.4822 -1.9770  0.0866
48 H -5.3443 3.2949 -0.7092  0.1182
49 H -4.5006 2.9093 0.8540  0.1260
50 H -5.3192 1.1093 2.2486  0.1251
51 H -7.3951 0.2100 3.2809  0.1021
52 H -9.5575 0.5681 2.2170  0.0977
53 H -9.7257 1.7937 0.0787  0.0988
54 H -7.6391 2.6988 -0.9584  0.1135
55 C 4.1836 -5.7758 0.1927  -0.1020
56 C 3.6232 -6.2812 -0.9723  -0.1035
57 C 3.1627 -5.4144 -1.9544  -0.0943
58 C 3.2707 -4.0420 -1.7755  -0.0892
59 C 3.8344 -3.5368 -0.6118  -0.0915
60 C 4.2871 -4.4032 0.3739  -0.0925
61 H 4.5394 -6.4519 0.9605  0.0964
62 H 3.5440 -7.3521 -1.1147  0.0959
63 H 2.7191 -5.8085 -2.8603  0.0990
64 H 2.9152 -3.3659 -2.5427  0.0947
65 H 3.9194 -2.4647 -0.4726  0.0976
66 H 4.7214 -4.0084 1.2842  0.0992

Cartesian forces (eV/Å) of the 2 atoms listed first:
-0.0609 -0.2447 0.1705
0.7674 0.8542 -0.0437

Summary:
charge = -1
frontier orbital gap = 7.5 eV
LUMO = 0.0972 Ha
F_max = 0.095 Eh/bohr